[1]
A 5-piece molecular cluster, C10H19N3O12S2 overall, computed with ωB97M-V/def2-TZVPD.

```
46
C10H19N3O12S2 (ωB97M-V/def2-TZVPD)
S 8.868 8.635 21.554
S 14.646 4.744 24.154
O 14.240 6.119 24.822
O 9.238 9.078 22.866
O 13.772 4.355 23.035
O 7.769 7.681 21.410
O 16.095 4.610 23.930
O 10.181 8.116 20.732
O 5.146 6.091 17.403
O 11.655 13.456 21.496
O 14.200 3.924 25.552
O 8.690 9.869 20.479
O 10.252 13.559 23.085
O 5.459 3.888 17.723
N 4.858 4.988 17.911
N 11.331 13.408 22.624
N 5.899 15.433 19.707
C 4.527 15.598 19.578
C 9.096 9.510 19.168
C 4.076 14.739 18.597
C 10.155 8.421 19.367
C 13.059 5.969 25.581
C 5.264 14.140 18.039
C 6.343 14.518 18.806
C 13.334 4.692 26.393
C 4.037 4.984 19.113
C 12.383 13.231 23.615
H 3.040 5.008 18.674
H 11.086 8.934 19.126
H 5.224 13.480 17.185
H 6.484 15.968 20.333
H 13.175 12.633 23.166
H 9.394 10.407 18.625
H 8.273 9.116 18.573
H 12.188 5.818 24.943
H 4.264 5.943 19.577
H 12.455 4.060 26.517
H 7.416 14.395 18.788
H 4.261 4.162 19.793
H 10.047 7.549 18.722
H 12.831 14.199 23.841
H 12.953 6.855 26.206
H 12.057 12.658 24.483
H 13.726 4.934 27.381
H 3.066 14.543 18.268
H 4.015 16.318 20.199
```

Output
**Energy above the lowest of the compared OMol25 structures with the same formula, charge and spin**: 0.0 kJ/mol
**HOMO level**: -8.22 eV
**Frontier orbital gap**: 0.2926 Ha
**Lowest unoccupied orbital energy**: -0.3 eV

Here is what natural (NBO) gives for the atomic charges, in e:
1. S 2.50
2. S 2.47
3. O -0.67
4. O -0.86
5. O -0.88
6. O -0.89
7. O -0.85
8. O -0.68
9. O -0.37
10. O -0.37
11. O -0.68
12. O -0.67
13. O -0.37
14. O -0.38
15. N 0.50
16. N 0.55
17. N -0.51
18. C -0.08
19. C -0.10
20. C -0.30
21. C -0.10
22. C -0.11
23. C -0.31
24. C -0.07
25. C -0.09
26. C -0.48
27. C -0.50
28. H 0.23
29. H 0.19
30. H 0.22
31. H 0.41
32. H 0.22
33. H 0.21
34. H 0.19
35. H 0.21
36. H 0.24
37. H 0.20
38. H 0.21
39. H 0.24
40. H 0.21
41. H 0.24
42. H 0.22
43. H 0.23
44. H 0.19
45. H 0.22
46. H 0.21


[2]
One molecule with the formula C2H2ClFO2, computed with ωB97M-V/def2-TZVPD.

```
8
C2H2ClFO2 (ωB97M-V/def2-TZVPD)
Cl -0.965 1.044 1.850
F -0.440 1.067 -1.203
O 0.273 -1.067 -1.124
O 1.407 0.173 1.294
C -0.327 -0.163 -0.411
C 0.247 0.309 0.904
H 1.166 -0.983 -1.030
H -1.361 -0.380 -0.280
```

Output
**Energy above the lowest of the compared OMol25 structures with the same formula, charge and spin**: 3.3 kJ/mol
**<S²>**: 2.0069
**HOMO level (alpha / beta)**: -7.36 / -12.01 eV
**Multiplicity**: 3
**Frontier orbital gap (alpha / beta)**: 0.2930 / 0.2910 Ha
**Lowest unoccupied orbital energy (alpha / beta)**: 0.6 / -4.1 eV

Here is what natural (NBO) gives for the atomic charges, in e:
1. Cl 0.07
2. F -0.40
3. O -0.63
4. O -0.17
5. C 0.42
6. C 0.06
7. H 0.48
8. H 0.18


[3]
C6H8OS as an isolated structure, computed with ωB97M-V/def2-TZVPD.

```
16
C6H8OS (ωB97M-V/def2-TZVPD)
S -1.795 -0.172 1.289
O 1.167 1.526 -1.189
C 0.626 -0.906 -1.539
C 0.397 1.587 0.044
C -0.263 -1.434 -0.708
C 1.486 0.154 -0.919
C 0.863 0.247 0.521
C -0.227 -0.850 0.660
H 0.683 2.471 0.619
H 2.576 -0.129 -1.059
H -2.092 -1.366 1.956
H 0.155 -1.657 1.386
H 0.802 -1.073 -2.589
H 1.598 0.193 1.343
H -0.648 1.470 -0.148
H -1.001 -2.159 -0.966
```

Output
**Energy above the lowest of the compared OMol25 structures with the same formula, charge and spin**: 187.3 kJ/mol
**HOMO level**: -9.35 eV
**Frontier orbital gap**: 0.3669 Ha
**Lowest unoccupied orbital energy**: 0.6 eV

Here is what natural (NBO) gives for the atomic charges, in e:
1. S -0.04
2. O -0.52
3. C -0.21
4. C -0.07
5. C -0.18
6. C 0.07
7. C -0.27
8. C -0.37
9. H 0.20
10. H 0.19
11. H 0.14
12. H 0.23
13. H 0.22
14. H 0.22
15. H 0.18
16. H 0.22


[4]
A 8-piece molecular cluster, C14H34BN8O16 overall, computed with ωB97M-V/def2-TZVPD.

```
73
C14H34BN8O16 (ωB97M-V/def2-TZVPD)
O -2.994 5.839 3.308
O -4.313 0.459 -3.118
O -1.013 4.974 3.275
O 3.481 -1.007 3.811
O 1.723 3.769 -2.874
O -2.411 -8.182 0.998
O 5.063 -0.869 5.279
O -1.263 -2.089 1.718
O -1.908 -6.929 -0.693
O -3.676 -1.315 -4.181
O -0.318 0.484 -0.510
O -0.204 -3.943 1.358
O 0.012 -0.603 1.677
O -5.158 -0.093 -8.644
O 0.570 4.587 -1.235
O -5.794 1.680 -7.577
N 0.679 4.002 -2.304
N -1.621 -7.665 0.235
N -5.330 0.556 -7.631
N -3.849 -0.663 -3.168
N -1.210 -3.250 1.366
N 4.433 -1.459 4.429
N -2.178 5.041 2.912
N 2.298 3.554 1.949
C -2.480 -3.872 0.905
C 0.955 3.005 1.556
C -2.626 4.052 1.893
C -3.461 -1.287 -1.875
C 4.847 -2.851 4.107
C 5.337 0.688 1.497
C 3.272 2.966 1.314
C -0.176 -7.949 0.445
C 2.616 1.917 0.305
C 5.581 1.940 1.021
C -4.941 -0.072 -6.338
C -0.570 3.533 -2.963
C 1.404 1.525 1.246
C 4.793 3.219 1.484
B 0.310 0.440 0.776
H 0.320 -6.999 0.630
H -5.834 -0.128 -5.719
H -0.629 4.017 -3.935
H 0.200 -8.421 -0.460
H -2.833 -3.298 0.052
H 0.564 3.584 0.676
H 4.973 3.290 2.600
H 5.698 -3.114 4.729
H -2.703 -0.651 -1.419
H -0.501 2.452 -3.064
H 0.272 3.014 2.441
H 0.262 -0.090 -1.052
H 4.000 -3.501 4.315
H 2.386 4.269 2.672
H -3.673 4.231 1.669
H 5.116 -2.878 3.053
H -2.011 4.195 1.006
H -3.064 -2.280 -2.070
H -4.547 -1.063 -6.536
H 1.898 1.196 2.203
H 5.307 -0.138 0.737
H 2.127 2.613 -0.441
H -0.072 -8.612 1.298
H -3.188 -3.827 1.729
H 3.274 1.132 -0.116
H -2.288 -4.902 0.620
H -4.354 -1.342 -1.256
H 6.364 2.042 0.226
H -4.186 0.560 -5.882
H 5.114 0.435 2.558
H 0.869 -0.943 2.006
H 5.162 4.158 1.009
H -2.485 3.059 2.316
H -1.417 3.809 -2.343
```

Output
**Charge**: +1
**HOMO level**: -12.15 eV
**Frontier orbital gap**: 0.3147 Ha
**Lowest unoccupied orbital energy**: -3.6 eV

Here is what Löwdin gives for the atomic charges, in e:
1. O 0.11
2. O 0.07
3. O 0.03
4. O 0.02
5. O 0.08
6. O 0.08
7. O 0.09
8. O 0.04
9. O 0.04
10. O 0.06
11. O 0.10
12. O 0.06
13. O 0.10
14. O 0.07
15. O 0.03
16. O 0.06
17. N -0.43
18. N -0.45
19. N -0.45
20. N -0.43
21. N -0.40
22. N -0.45
23. N -0.44
24. N 0.14
25. C 0.07
26. C -0.07
27. C 0.05
28. C 0.04
29. C 0.05
30. C 0.00
31. C -0.10
32. C 0.05
33. C -0.02
34. C -0.16
35. C 0.01
36. C 0.06
37. C -0.14
38. C -0.07
39. B -0.49
40. H 0.09
41. H 0.10
42. H 0.11
43. H 0.10
44. H 0.08
45. H 0.11
46. H 0.14
47. H 0.10
48. H 0.09
49. H 0.10
50. H 0.13
51. H 0.12
52. H 0.10
53. H 0.19
54. H 0.10
55. H 0.10
56. H 0.09
57. H 0.09
58. H 0.09
59. H 0.14
60. H 0.09
61. H 0.12
62. H 0.10
63. H 0.11
64. H 0.12
65. H 0.07
66. H 0.11
67. H 0.12
68. H 0.08
69. H 0.06
70. H 0.13
71. H 0.14
72. H 0.10
73. H 0.10